Density functional theory data (ωB97M-V with the def2-TZVPD basis set) for a 2-piece molecular cluster, CH9N2 overall.

As for the energy above the lowest of the compared OMol25 structures with the same formula, charge and spin: 102.28 kJ/mol. Its energy is -152.73748 a.u. As for the net charge: +1. Its spin multiplicity is 1. As for the gap between HOMO and LUMO: 12.374 eV.

Each atom is followed by the atoms it is bonded to, with distances in Å.
Element x y z (Å)
1 N 0.648 1.703 0.738  H4 1.025, H6 1.049, H8 1.066
2 N 0.087 -0.418 -0.905  C3 1.409, H9 1.136, H10 1.049, H12 1.074
3 C -0.655 -1.331 -0.131  N2 1.409, H5 1.099, H7 1.144, H11 1.076
4 H 0.193 2.617 0.651  N1 1.025
5 H -1.084 -2.055 -0.838  C3 1.099
6 H 1.473 1.938 1.341  N1 1.049
7 H 0.026 -2.031 0.464  C3 1.144
8 H 0.143 1.081 1.441  N1 1.066
9 H 0.142 0.560 -0.328  N2 1.136
10 H 1.022 -0.821 -1.160  N2 1.049
11 H -1.441 -0.933 0.488  C3 1.076
12 H -0.555 -0.311 -1.760  N2 1.074

Atom charges from the Mulliken analysis, given in e for atoms 1 to 8:
1. N -0.90
2. N -0.28
3. C -0.94
4. H 0.26
5. H 0.39
6. H 0.29
7. H 0.31
8. H 0.31


Density functional theory data (ωB97M-V with the def2-TZVPD basis set) for a 2-piece molecular cluster, CH9N2 overall.

As for the energy above the lowest of the compared OMol25 structures with the same formula, charge and spin: 82.69 kJ/mol. Its energy is -152.74494 a.u. As for the net charge: +1. Its spin multiplicity is 1. As for the gap between HOMO and LUMO: 11.854 eV.

Each atom is followed by the atoms it is bonded to, with distances in Å.
Element x y z (Å)
1 N -1.464 0.289 1.464  H4 1.031, H9 1.025, H11 1.035
2 N 0.300 -0.701 -0.504  C3 1.488, H6 0.988, H7 1.037, H10 1.003
3 C 1.361 0.181 -1.061  N2 1.488, H5 1.165, H8 1.199, H12 1.114
4 H -1.337 0.113 2.471  N1 1.031
5 H 0.938 0.872 -1.898  C3 1.165
6 H -0.368 -0.140 -0.041  N2 0.988
7 H 0.658 -1.475 0.085  N2 1.037
8 H 1.765 0.968 -0.252  C3 1.199
9 H -1.416 1.313 1.431  N1 1.025
10 H -0.224 -1.137 -1.239  N2 1.003
11 H -2.409 -0.051 1.218  N1 1.035
12 H 2.195 -0.232 -1.674  C3 1.114

Atom charges from the Mulliken analysis, given in e for atoms 1 to 8:
1. N -0.91
2. N -0.16
3. C -0.75
4. H 0.27
5. H 0.31
6. H 0.28
7. H 0.35
8. H 0.31


Density functional theory data (ωB97M-V with the def2-TZVPD basis set) for a 2-piece molecular cluster, CH9N2O overall.

As for the energy above the lowest of the compared OMol25 structures with the same formula, charge and spin: 50.61 kJ/mol. Its energy is -227.99624 a.u. As for the net charge: +1. Its spin multiplicity is 1. As for the gap between HOMO and LUMO: 11.000 eV.

Each atom is followed by the atoms it is bonded to, with distances in Å.
Element x y z (Å)
1 O -0.716 0.275 2.526  H9 0.958, H13 0.967
2 N 0.930 -0.471 -0.022  C4 1.537, H5 1.029, H7 1.041, H11 1.033
3 N -0.436 0.706 -1.688  C4 1.390, H6 1.005, H12 0.997
4 C 0.296 -0.445 -1.422  N2 1.537, N3 1.390, H8 1.089, H10 1.090
5 H 1.189 -1.430 0.246  N2 1.029
6 H -1.382 0.795 -1.365  N3 1.005
7 H 0.178 -0.222 0.653  N2 1.041
8 H 1.083 -0.625 -2.152  C4 1.089
9 H -1.551 -0.181 2.643  O1 0.958
10 H -0.406 -1.274 -1.514  C4 1.090
11 H 1.731 0.056 0.363  N2 1.033
12 H -0.147 1.405 -2.339  N3 0.997
13 H -0.314 0.167 3.399  O1 0.967

Atom charges from the Mulliken analysis, given in e for atoms 1 to 8:
1. O -0.69
2. N -0.36
3. N -0.41
4. C -0.31
5. H 0.39
6. H 0.21
7. H 0.23
8. H 0.40


Density functional theory data (ωB97M-V with the def2-TZVPD basis set) for a 2-piece molecular cluster, CH9N2O overall.

As for the energy above the lowest of the compared OMol25 structures with the same formula, charge and spin: 21.64 kJ/mol. Its energy is -228.00727 a.u. As for the net charge: +1. Its spin multiplicity is 1. As for the gap between HOMO and LUMO: 11.380 eV.

Each atom is followed by the atoms it is bonded to, with distances in Å.
Element x y z (Å)
1 O 0.826 -0.494 2.544  H11 0.964, H12 0.955
2 N 0.219 0.476 0.100  C4 1.580, H5 1.015, H6 1.048, H7 1.013
3 N -0.498 0.314 -2.206  C4 1.394, H9 1.004, H13 1.009
4 C -0.736 -0.228 -0.944  N2 1.580, N3 1.394, H8 1.082, H10 1.100
5 H -0.085 1.443 0.146  N2 1.015
6 H 0.230 -0.107 0.971  N2 1.048
7 H 1.132 0.424 -0.337  N2 1.013
8 H -1.722 -0.184 -0.500  C4 1.082
9 H 0.018 -0.151 -2.930  N3 1.004
10 H -0.346 -1.256 -0.927  C4 1.100
11 H 1.413 -0.044 3.161  O1 0.964
12 H 0.591 -1.334 2.935  O1 0.955
13 H -1.242 0.850 -2.627  N3 1.009

Atom charges from the Mulliken analysis, given in e for atoms 1 to 8:
1. O -0.66
2. N -0.32
3. N -0.45
4. C -0.42
5. H 0.35
6. H 0.33
7. H 0.35
8. H 0.40


Density functional theory data (ωB97M-V with the def2-TZVPD basis set) for a 3-piece molecular cluster, CH9N2O2 overall.

As for the energy above the lowest of the compared OMol25 structures with the same formula, charge and spin: 78.37 kJ/mol. Its energy is -303.26473 a.u. As for the net charge: +1. Its spin multiplicity is 1. As for the gap between HOMO and LUMO: 11.791 eV.

Each atom is followed by the atoms it is bonded to, with distances in Å.
Element x y z (Å)
1 O 0.943 -2.196 0.386  H9 0.962, H14 0.964
2 O 1.843 1.179 0.930  H6 0.967, H11 0.959
3 N -1.631 -0.440 0.097  C5 1.298, H8 1.013, H13 1.018
4 N -0.439 1.199 -1.044  C5 1.327, H7 1.014, H10 1.014
5 C -1.539 0.503 -0.790  N3 1.298, N4 1.327, H12 1.088
6 H 2.654 1.342 0.430  O2 0.967
7 H -0.203 1.313 -2.024  N4 1.014
8 H -2.538 -0.781 0.390  N3 1.013
9 H 1.892 -2.087 0.487  O1 0.962
10 H 0.264 1.309 -0.322  N4 1.014
11 H 1.802 1.655 1.761  O2 0.959
12 H -2.372 0.673 -1.469  C5 1.088
13 H -0.838 -0.929 0.507  N3 1.018
14 H 0.863 -2.936 0.997  O1 0.964

Atom charges from the Mulliken analysis, given in e for atoms 1 to 8:
1. O -0.66
2. O -0.68
3. N -0.21
4. N -0.26
5. C 0.16
6. H 0.33
7. H 0.26
8. H 0.27


Density functional theory data (ωB97M-V with the def2-TZVPD basis set) for a 2-piece molecular cluster, CH9N3 overall.

As for the energy above the lowest of the compared OMol25 structures with the same formula, charge and spin: 60.17 kJ/mol. Its energy is -207.73022 a.u. As for the SMILES: NCN.N. Its spin multiplicity is 1. As for the gap between HOMO and LUMO: 10.050 eV.

Each atom is followed by the atoms it is bonded to, with distances in Å.
Element x y z (Å)
1 N -1.889 2.108 -0.235  H7 1.003, H8 1.011, H11 1.000
2 N 0.375 -1.930 0.953  C4 1.443, H5 1.014, H10 0.999
3 N 1.465 0.175 0.087  C4 1.470, H6 0.999, H13 1.010
4 C 0.384 -0.819 0.034  N2 1.443, N3 1.470, H9 1.097, H12 1.086
5 H 1.129 -1.922 1.632  N2 1.014
6 H 2.349 -0.055 0.492  N3 0.999
7 H -1.609 2.965 -0.673  N1 1.003
8 H -2.874 1.919 -0.363  N1 1.011
9 H 0.411 -1.207 -0.992  C4 1.097
10 H 0.471 -2.793 0.459  N2 0.999
11 H -1.336 1.368 -0.617  N1 1.000
12 H -0.556 -0.277 0.081  C4 1.086
13 H 1.681 0.466 -0.856  N3 1.010

Atom charges from the Mulliken analysis, given in e for atoms 1 to 8:
1. N -0.59
2. N -0.60
3. N -0.55
4. C 0.01
5. H 0.23
6. H 0.21
7. H 0.22
8. H 0.21


no.,E_LUMO (eV)
1,-3.5736
2,-3.5041
3,-3.4203
4,-3.2014
5,-3.6612
6,1.0392